{
  "formula": "C3H11N2S",
  "method": "ωB97M-V/def2-TZVPD",
  "species": ["C", "C", "C", "N", "N", "S", "H", "H", "H", "H", "H", "H", "H", "H", "H", "H", "H"],
  "xyz": [[-0.217, -1.798, 1.909], [1.605, 2.524, -0.299], [-0.512, -1.162, -0.498], [0.340, -2.098, -1.018], [-0.755, -0.970, 0.790], [0.063, 1.838, -0.533], [0.058, -0.981, 2.748], [-1.043, -2.427, 2.311], [0.655, -2.265, 1.685], [2.461, 1.961, -0.809], [1.627, 2.627, 0.820], [1.527, 3.583, -0.465], [-0.989, -0.455, -1.141], [0.494, -2.204, -2.055], [0.772, -2.801, -0.319], [0.035, 1.857, -1.936], [-1.213, -0.169, 1.053]],
  "total_charge": 1,
  "homo_ha": -0.462,
  "e_lumo_ev": -3.35
}

---

{
  "formula": "C3H11N2S",
  "method": "ωB97M-V/def2-TZVPD",
  "species": ["C", "C", "S", "H", "H", "H", "H", "H", "H", "N", "C", "N", "H", "H", "H", "H", "H"],
  "xyz": [[-3.119, -1.985, -0.280], [-2.655, -0.575, 0.137], [-0.931, -0.230, -0.261], [-2.683, -2.223, -1.255], [-2.680, -2.754, 0.353], [-4.203, -2.004, -0.315], [-2.955, -0.423, 1.169], [-3.257, 0.112, -0.458], [-0.582, -1.424, -0.755], [2.124, 0.952, 0.927], [2.649, 1.375, -0.187], [3.874, 1.847, -0.331], [2.547, 1.146, 1.831], [1.297, 0.356, 0.930], [1.975, 1.540, -1.016], [4.050, 2.684, -0.869], [4.550, 1.604, 0.379]],
  "total_charge": 1,
  "homo_ha": -0.460,
  "e_lumo_ev": -4.11
}

---

{
  "formula": "C3H11N2S",
  "method": "ωB97M-V/def2-TZVPD",
  "species": ["C", "S", "C", "H", "H", "H", "H", "H", "H", "N", "C", "N", "H", "H", "H", "H", "H"],
  "xyz": [[-2.103, -0.951, -1.591], [-0.814, -0.204, -0.478], [-1.606, -1.049, 1.085], [-3.052, -1.186, -1.128], [-2.396, -0.183, -2.331], [-1.564, -1.774, -2.135], [-1.302, -0.452, 1.918], [-1.187, -2.081, 1.082], [-2.650, -0.950, 0.961], [2.149, 0.082, 0.831], [2.548, 1.324, 0.455], [1.913, 2.055, -0.439], [1.266, -0.465, 0.438], [2.550, -0.370, 1.633], [3.396, 1.667, 1.026], [1.823, 3.054, -0.529], [1.029, 1.481, -0.797]],
  "total_charge": 1,
  "homo_ha": -0.467,
  "e_lumo_ev": -3.72
}

---

{
  "formula": "C3H11N2S",
  "method": "ωB97M-V/def2-TZVPD",
  "species": ["N", "C", "C", "S", "C", "N", "H", "H", "H", "H", "H", "H", "H", "H", "H", "H", "H"],
  "xyz": [[0.342, 1.535, 0.155], [0.035, 0.145, -0.412], [1.277, -0.408, -1.064], [1.103, -2.183, -1.469], [-0.506, -0.603, 0.798], [-1.614, 0.196, 1.355], [-0.559, 1.964, 0.386], [0.855, 1.407, 1.018], [0.909, 2.154, -0.429], [-0.796, 0.297, -1.075], [1.474, 0.128, -1.991], [2.163, -0.337, -0.445], [0.026, -1.994, -2.245], [0.303, -0.653, 1.534], [-0.801, -1.605, 0.623], [-1.723, 0.006, 2.343], [-2.487, -0.049, 0.917]],
  "total_charge": 1,
  "homo_ha": -0.479,
  "e_lumo_ev": -3.39
}